[1]
{
  "formula": "C32H40CdIN5OSTe",
  "method": "ωB97M-V/def2-TZVPD",
  "elements": ["H", "H", "H", "H", "N", "C", "H", "H", "H", "C", "H", "H", "C", "C", "H", "C", "N", "C", "H", "H", "C", "C", "H", "H", "H", "H", "H", "C", "N", "C", "H", "C", "H", "H", "H", "C", "O", "I", "H", "C", "C", "C", "H", "H", "C", "H", "C", "C", "C", "H", "C", "C", "Te", "C", "C", "H", "C", "H", "H", "C", "H", "H", "C", "H", "S", "C", "H", "H", "N", "C", "H", "H", "H", "H", "N", "H", "C", "C", "C", "Cd", "H", "C"],
  "xyz": [[-1.85, -1.77, 4.46], [-2.07, -0.07, 0.91], [-4.11, -2.75, 4.40], [-5.47, 1.13, -0.78], [0.82, 1.77, -1.27], [0.73, 4.12, -2.73], [5.23, -1.59, -1.05], [1.68, 5.00, -1.01], [5.60, -2.11, 3.00], [4.25, -4.40, -4.61], [-3.66, 3.23, -1.70], [7.61, -3.09, 0.88], [3.38, -4.55, 3.12], [2.81, -2.75, -3.63], [2.45, -2.98, 4.23], [-3.83, 1.77, 1.43], [4.34, -1.27, -0.70], [-3.56, 1.81, -0.07], [-4.88, 1.95, 1.63], [5.43, -3.50, -1.58], [-1.41, -2.30, 2.41], [6.79, -1.14, 0.64], [7.63, -0.62, 1.11], [-3.10, 3.93, -0.17], [6.45, -3.64, 3.04], [-3.59, 0.80, 1.89], [1.24, -3.39, 0.13], [2.52, -3.48, 3.28], [-1.72, 0.20, -0.02], [6.51, -2.61, 2.69], [2.48, -3.64, -5.55], [3.12, -3.60, -4.68], [5.95, -4.99, -3.44], [-0.20, 2.91, -4.26], [-1.55, 2.16, 0.13], [-3.79, 3.21, -0.62], [2.10, -1.48, -1.22], [-0.44, 0.00, -3.25], [4.49, -5.07, -5.43], [-1.88, -2.91, 1.26], [4.79, -3.49, -2.46], [1.31, 2.91, -0.77], [1.75, 2.84, 0.22], [-4.41, -0.19, -0.34], [3.65, -2.68, -2.52], [-1.25, -2.98, 0.37], [-2.21, -2.24, 3.55], [0.30, 1.80, -2.50], [3.28, -1.75, -1.43], [2.77, -5.30, -0.12], [0.23, 2.94, -3.27], [-4.44, 0.80, -0.80], [0.49, -1.40, 2.48], [1.28, 4.10, -1.46], [-3.49, -2.79, 3.52], [4.14, -6.05, 1.79], [6.69, -2.56, 1.18], [7.00, -1.11, -0.44], [7.35, -2.14, 3.20], [5.08, -4.35, -3.50], [1.93, -2.12, -3.67], [-4.81, 3.54, -0.38], [-3.96, -3.40, 2.37], [-4.13, 0.71, -1.85], [3.15, 0.47, 1.06], [4.40, -0.43, 0.39], [3.98, -4.89, 3.96], [5.65, 0.31, 1.71], [5.60, -0.33, 0.93], [3.48, -5.20, 1.90], [-2.16, -0.45, -0.67], [0.69, 5.04, -3.30], [-4.95, -3.83, 2.35], [-3.51, -3.95, 0.34], [-2.14, 1.51, -0.39], [5.87, -3.09, 0.69], [1.84, -3.71, 0.97], [1.75, -3.06, 2.20], [2.71, -4.78, 0.83], [0.61, -0.22, -0.09], [-3.26, 2.55, 1.95], [-3.15, -3.46, 1.23]],
  "mulliken_charge": [0.411, 0.012, 0.438, 0.493, 0.105, -0.406, -0.021, 0.490, 0.275, -0.438, 0.372, 0.415, -0.649, -0.218, 0.433, -1.548, 0.076, 1.293, 0.425, 0.358, 0.256, -1.276, 0.527, 0.406, 0.389, 0.394, 0.246, -0.674, 0.005, -1.407, 0.433, -0.711, 0.452, 0.474, 0.255, -1.709, -0.232, 0.095, 0.415, -0.128, 0.024, -0.337, 0.404, 0.346, 0.664, 0.393, -0.468, 0.242, -0.082, 0.472, -0.481, -1.807, 0.379, -0.828, -0.634, 0.459, 0.630, 0.352, 0.403, -1.035, 0.203, 0.439, -0.514, 0.390, -0.538, 0.474, 0.516, 0.310, -0.057, -0.670, 0.190, 0.431, 0.439, 0.445, -0.058, -0.227, -0.391, 0.785, -0.659, 1.227, 0.359, -0.719],
  "homo_lumo_gap_ev": 8.3156,
  "fmax_ha_per_bohr": 0.009,
  "charge": 2,
  "e_homo_ev": -13.67
}

[2]
{
  "formula": "C32H40Cl4F6O27",
  "method": "ωB97M-V/def2-TZVPD",
  "elements": ["O", "H", "H", "C", "H", "C", "C", "H", "C", "H", "Cl", "H", "H", "H", "H", "H", "H", "C", "H", "H", "O", "O", "C", "C", "Cl", "C", "H", "H", "H", "C", "C", "C", "O", "C", "O", "H", "C", "C", "O", "H", "O", "H", "H", "O", "C", "H", "O", "F", "C", "C", "C", "H", "H", "H", "O", "O", "C", "H", "C", "O", "C", "F", "C", "Cl", "F", "F", "H", "O", "C", "O", "O", "H", "O", "F", "O", "C", "C", "F", "C", "C", "O", "H", "H", "H", "C", "H", "C", "Cl", "O", "O", "O", "O", "H", "O", "H", "C", "H", "H", "O", "H", "O", "H", "H", "O", "H", "H", "C", "C", "O"],
  "xyz": [[-19.35, -24.14, -6.46], [-26.53, -26.26, -5.82], [-29.26, -29.77, -10.60], [-24.51, -25.83, -8.59], [-27.36, -26.92, -3.21], [-24.56, -24.33, -8.26], [-28.60, -27.07, -11.60], [-20.30, -27.04, -11.85], [-20.04, -25.32, -6.14], [-18.39, -28.63, -11.25], [-22.52, -29.58, -8.10], [-24.75, -20.64, -1.98], [-19.64, -29.89, -10.71], [-26.57, -25.44, -3.60], [-19.39, -26.18, -6.32], [-23.00, -21.82, -5.11], [-20.40, -25.38, -5.12], [-25.04, -21.69, -2.02], [-21.13, -26.15, -10.70], [-24.59, -30.63, -8.64], [-24.28, -25.61, -12.35], [-23.90, -23.71, -13.37], [-30.66, -26.09, -11.87], [-21.22, -25.31, -7.06], [-23.28, -30.39, -10.69], [-27.40, -21.80, -1.25], [-28.23, -27.81, -12.30], [-22.71, -30.02, -4.25], [-24.57, -24.45, -15.17], [-26.45, -21.77, -2.39], [-30.02, -29.06, -10.92], [-23.45, -27.01, -3.26], [-25.76, -23.83, -8.86], [-25.17, -23.08, -3.71], [-27.42, -24.58, -10.09], [-23.70, -26.02, -9.30], [-23.94, -29.90, -9.13], [-20.09, -27.92, -9.97], [-28.56, -25.16, -3.73], [-23.07, -22.69, -6.76], [-20.83, -24.48, -8.10], [-24.71, -24.20, -7.19], [-28.57, -20.92, -12.02], [-25.82, -25.98, -9.14], [-29.57, -27.64, -10.57], [-24.89, -28.84, -4.26], [-25.60, -20.43, -12.21], [-24.40, -26.58, -7.55], [-18.74, -28.37, -8.29], [-19.75, -23.79, -7.70], [-22.93, -21.77, -6.19], [-27.45, -22.70, -0.65], [-23.71, -23.72, -8.58], [-21.09, -28.35, -9.98], [-31.55, -25.43, -12.50], [-24.29, -22.36, -3.08], [-19.07, -29.00, -10.47], [-26.33, -25.45, -12.95], [-20.19, -26.68, -10.83], [-19.14, -22.95, -8.41], [-24.94, -24.31, -14.16], [-25.98, -23.46, -14.13], [-23.59, -24.49, -12.33], [-24.25, -20.74, -6.66], [-22.27, -24.81, -6.41], [-21.70, -28.49, -5.01], [-27.73, -26.49, -11.29], [-28.57, -26.06, -5.66], [-27.77, -20.46, -11.44], [-24.72, -21.89, -10.62], [-26.95, -21.24, -10.55], [-21.48, -26.29, -7.47], [-18.35, -29.27, -9.32], [-26.79, -18.49, -11.66], [-19.65, -27.56, -8.79], [-27.45, -26.03, -3.84], [-26.81, -19.60, -12.27], [-27.41, -27.84, -5.03], [-25.64, -21.28, -11.08], [-24.01, -28.42, -4.76], [-26.41, -22.90, -3.23], [-29.09, -27.61, -9.59], [-27.17, -19.39, -13.27], [-25.26, -26.45, -13.92], [-22.72, -28.93, -4.34], [-30.23, -29.28, -11.96], [-25.32, -25.51, -13.37], [-21.27, -20.93, -6.65], [-23.94, -27.06, -4.47], [-22.75, -28.26, -3.06], [-22.81, -24.25, -11.43], [-18.25, -28.21, -7.18], [-26.76, -20.89, -2.96], [-30.76, -26.86, -10.83], [-24.42, -28.92, -9.20], [-27.39, -26.55, -5.21], [-27.03, -21.05, -0.54], [-24.94, -22.18, -1.05], [-24.82, -23.88, -4.58], [-31.00, -29.09, -10.43], [-23.55, -26.12, -2.45], [-28.44, -21.65, -1.53], [-19.35, -26.00, -10.66], [-30.28, -24.63, -5.20], [-24.30, -28.49, -5.80], [-28.38, -19.81, -10.82], [-29.23, -25.22, -4.88], [-26.40, -24.78, -9.44], [-29.46, -26.20, -12.37]],
  "mulliken_charge": [-0.359, -0.195, 0.416, 0.568, 0.272, 0.074, 0.545, 0.464, -0.152, 0.273, -0.102, 0.348, 0.300, -0.199, 0.126, 0.241, 0.380, -0.626, 0.139, 0.415, -0.256, -0.350, 0.831, 0.604, -0.159, -1.683, 0.379, 0.391, 0.252, 0.659, -1.459, 0.400, -0.240, 0.075, -0.657, 0.016, 0.294, 1.205, -0.351, -0.768, 0.073, -0.534, 0.248, -0.242, 0.466, 0.303, -0.348, 0.120, 0.507, 0.267, 0.818, 0.363, 0.245, -0.576, -0.096, -0.312, -0.250, -0.103, -1.503, -0.608, 0.314, -0.255, 0.646, -0.175, -0.177, -0.198, -0.742, -0.444, -0.471, -0.433, -0.291, 0.037, -0.397, -0.269, -0.016, 0.026, 0.251, -0.341, 0.690, -0.431, -0.214, 0.466, 0.334, 0.319, 0.313, 0.350, -0.076, -0.198, 0.213, -0.393, -0.471, -0.575, 0.169, -0.288, -0.441, 1.090, 0.421, 0.361, 0.030, 0.419, -0.529, 0.379, 0.374, -0.605, -0.028, 0.306, 0.642, 0.652, -0.294],
  "multiplicity": 2,
  "homo_lumo_gap_ev": [8.1574, 2.1166],
  "fmax_ha_per_bohr": 0.116,
  "s_squared": 0.75,
  "charge": 1,
  "e_homo_ev": [-11.89, -11.89]
}